ORCA calculation (the ωB97M-V functional and the def2-TZVPD basis) on C32H54AlBe2Cl2CsF5N4O13S as an isolated structure at a distorted geometry.

The spin multiplicity is 1. As for the LUMO energy: -7.82 eV. The orbital gap comes out at 0.95 eV. The net charge is +1.

Last column: Löwdin charge in e.
Atoms and positions in Å:
C 2.367 0.188 2.915  -0.12
C 1.370 0.918 1.794  -0.23
C 1.000 -0.087 0.530  -0.15
C -0.587 0.075 0.024  -0.28
C -0.486 0.352 -1.590  -0.09
C -1.527 -1.217 0.448  -0.29
C -1.014 -2.525 -0.459  -0.06
N -0.491 -3.478 -1.200  0.17
C -1.141 -1.559 2.001  -0.14
C -2.302 -2.264 2.902  -0.19
C -2.727 -3.782 2.464  -0.09
C -1.478 -4.809 2.193  -0.26
O -0.546 -4.910 3.158  -0.04
O -1.490 -5.569 0.930  -0.13
C -0.593 -6.737 1.014  -0.22
C -0.709 -7.525 -0.456  -0.10
C -3.121 -1.044 0.132  -0.30
C -3.503 -1.131 -1.496  -0.31
N -3.393 -1.134 -2.808  0.15
C -3.775 0.369 0.746  -0.50
Cl -3.532 1.832 -0.388  0.74
C -5.430 0.201 0.900  -0.70
C -6.091 1.674 1.334  -0.17
Cl -5.926 -0.983 2.248  0.54
H 3.364 0.819 3.075  0.06
H 1.826 0.170 3.975  0.07
H 2.715 -0.886 2.590  0.08
H 1.964 1.846 1.390  0.09
H 0.405 1.333 2.330  0.09
H 1.303 -1.210 0.715  0.11
H 1.703 0.278 -0.363  0.14
H -0.977 1.048 0.594  0.12
H -1.512 0.741 -2.060  0.05
H -0.113 -0.563 -2.227  0.09
H 0.284 1.241 -1.789  0.11
H -0.905 -0.511 2.523  0.12
H -0.145 -2.209 2.096  0.15
H -3.218 -1.499 2.941  0.08
H -1.896 -2.303 4.019  0.13
H -3.466 -3.846 1.546  0.07
H -3.336 -4.237 3.385  0.15
H -0.890 -7.420 1.917  0.14
H 0.508 -6.292 1.139  0.14
H -1.778 -8.042 -0.508  0.09
H -0.605 -6.708 -1.314  0.09
H 0.144 -8.330 -0.522  0.07
H -3.802 -1.902 0.607  -0.04
H -3.243 0.502 1.803  0.15
H -5.855 -0.204 -0.120  0.06
H -5.343 2.200 2.098  0.10
H -7.085 1.383 1.928  0.09
H -6.297 2.350 0.402  0.06
N -5.785 1.338 -2.668  0.30
H -5.088 1.450 -1.922  0.00
H -6.107 0.363 -2.692  0.14
H -6.583 1.958 -2.486  0.16
H -5.361 1.581 -3.571  0.16
O 0.363 5.105 0.407  -0.26
S -0.520 5.068 -0.740  0.65
O -0.063 4.643 -2.046  -0.26
O -1.258 6.514 -0.887  -0.25
C -0.455 7.683 -0.975  -0.27
C 0.166 7.827 -2.352  -0.06
C -1.960 4.120 -0.319  -0.22
H 0.311 7.687 -0.192  0.11
H -1.113 8.538 -0.788  0.13
H 0.893 7.032 -2.543  0.08
H 0.683 8.786 -2.445  0.09
H -0.600 7.759 -3.131  0.06
H -2.335 4.457 0.649  0.08
H -1.667 3.070 -0.265  -0.02
H -2.713 4.256 -1.098  0.06
F 1.415 3.282 0.060  -0.29
Be -4.885 -2.718 -0.585  0.50
C 4.406 3.746 7.803  -0.06
C 3.056 3.700 7.090  -0.61
C 2.916 2.517 6.105  -0.20
O 3.620 2.692 4.871  -0.19
C 5.007 2.396 4.938  -0.09
N 2.827 4.988 6.419  0.06
H 5.208 4.128 7.165  0.09
H 4.353 4.410 8.674  0.08
H 4.696 2.753 8.159  0.09
H 2.288 3.574 7.863  -0.31
H 1.858 2.429 5.829  0.12
H 3.192 1.565 6.576  0.13
H 5.222 1.573 5.627  0.10
H 5.565 3.290 5.223  0.08
H 5.342 2.106 3.938  0.10
H 1.881 4.990 6.032  0.08
H 3.427 5.010 5.590  0.10
F 2.247 -2.416 -6.475  -0.26
Al 1.415 -2.862 -4.941  0.10
F 2.102 -4.404 -4.311  -0.27
F -0.346 -3.073 -5.252  -0.28
F 1.658 -1.556 -3.724  -0.26
C 4.075 -6.817 -5.722  0.20
C 4.678 -5.873 -6.465  -0.29
C 5.698 -6.438 -7.450  -0.26
O 6.315 -5.761 -8.279  0.16
C 5.977 -7.897 -7.413  0.21
C 5.383 -8.840 -6.660  -0.33
C 4.288 -8.288 -5.751  -0.26
O 3.565 -8.983 -5.031  -0.10
O 5.623 -10.086 -6.629  0.12
O 4.494 -4.617 -6.439  0.20
H 3.326 -6.512 -5.000  0.13
H 6.763 -8.196 -8.097  0.16
Be 1.715 -9.159 -3.845  0.62
C -2.380 7.754 -5.433  -0.79
O -3.251 7.595 -6.321  0.08
O -1.243 7.166 -5.778  0.12
O -2.417 8.349 -4.332  0.10
H -1.632 6.859 -6.622  0.12
Cs 1.115 3.792 9.145  1.41

=====

ORCA calculation (the ωB97M-V functional and the def2-TZVPD basis) on C32H54ClEuI2N15Se as an isolated structure at a distorted geometry.

The spin multiplicity is 8. As for the LUMO energy (alpha / beta): 0.02 / 0.02 eV. As for the expectation value of S²: 15.7593. As for the energy above the lowest of the compared OMol25 structures with the same formula, charge and spin: 0.0000 eV. The orbital gap (alpha / beta) comes out at 6.01 / 7.35 eV.

Last column: Löwdin charge in e.
Atoms and positions in Å:
Eu 0.226 -0.376 0.059  1.33
C 0.967 -5.087 -4.146  -0.06
N 0.825 -3.689 -3.792  -0.18
C 0.772 -2.758 -4.896  -0.06
C 0.966 -3.246 -2.479  -0.44
N 0.164 -2.368 -1.943  0.04
C -1.137 -2.261 -2.624  -0.23
C -2.213 -1.669 -1.738  -0.20
N -1.947 -0.283 -1.320  -0.25
C -1.894 0.620 -2.478  -0.18
C -0.472 1.007 -2.882  -0.21
N 0.284 1.548 -1.756  0.02
C 0.677 2.777 -1.757  -0.38
N 1.632 3.143 -0.794  -0.17
C 3.039 2.916 -1.091  -0.11
C 1.365 4.340 -0.014  -0.05
N 0.226 3.785 -2.594  -0.14
C 1.102 4.861 -3.027  -0.05
C -1.156 3.968 -2.988  -0.06
C -3.001 0.123 -0.369  -0.19
C -2.648 1.363 0.437  -0.23
N -1.528 1.127 1.342  0.02
C -1.547 1.766 2.473  -0.40
N -2.367 2.865 2.710  -0.17
C -3.016 3.080 3.988  -0.06
C -2.387 4.004 1.815  -0.06
N -0.792 1.365 3.531  -0.14
C -0.492 -0.032 3.801  -0.06
C -0.213 2.316 4.464  -0.04
N 1.988 -3.802 -1.772  -0.18
C 3.199 -4.284 -2.404  -0.09
C 1.848 -4.158 -0.369  -0.06
H 0.139 -5.377 -4.799  0.09
H 1.902 -5.299 -4.676  0.08
H 0.920 -5.703 -3.250  0.10
H 1.577 -2.980 -5.606  0.09
H -0.179 -2.810 -5.437  0.09
H 0.920 -1.742 -4.532  0.08
H -1.081 -1.676 -3.548  0.08
H -1.485 -3.257 -2.918  0.13
H -3.161 -1.711 -2.299  0.13
H -2.316 -2.269 -0.838  0.08
H -2.409 0.171 -3.338  0.13
H -2.443 1.524 -2.228  0.09
H 0.061 0.109 -3.208  0.08
H -0.510 1.689 -3.735  0.11
H 3.139 2.253 -1.947  0.04
H 3.560 3.860 -1.301  0.09
H 3.547 2.457 -0.239  0.04
H 1.637 5.275 -0.523  0.08
H 0.308 4.372 0.256  0.08
H 1.951 4.288 0.906  0.07
H 2.137 4.634 -2.800  0.08
H 1.013 4.978 -4.111  0.09
H 0.832 5.815 -2.564  0.09
H -1.805 3.325 -2.406  0.06
H -1.443 5.005 -2.787  0.09
H -1.320 3.778 -4.053  0.09
H -3.942 0.316 -0.909  0.13
H -3.165 -0.706 0.316  0.09
H -2.419 2.180 -0.258  0.08
H -3.548 1.657 0.988  0.12
H -2.942 2.185 4.599  0.09
H -2.582 3.924 4.537  0.09
H -4.076 3.294 3.821  0.09
H -1.761 3.811 0.948  0.06
H -3.404 4.229 1.475  0.09
H -1.994 4.891 2.326  0.09
H -1.064 -0.665 3.133  0.04
H 0.568 -0.255 3.681  0.07
H -0.764 -0.262 4.835  0.10
H -0.685 2.260 5.452  0.09
H 0.845 2.091 4.597  0.07
H -0.302 3.332 4.082  0.09
H 3.246 -5.379 -2.422  0.09
H 3.282 -3.904 -3.420  0.09
H 4.056 -3.916 -1.837  0.07
H 1.681 -5.240 -0.266  0.10
H 2.757 -3.901 0.178  0.05
H 1.021 -3.624 0.074  0.02
I 4.139 -1.744 2.110  0.81
C 4.707 -0.556 0.456  -1.11
I 3.408 -0.716 -1.246  0.86
H 5.681 -0.877 0.118  -0.05
H 4.707 0.486 0.751  -0.06
Se 0.959 -3.683 3.958  0.51
C 0.595 -2.756 2.502  -1.03
N 0.390 -2.134 1.537  -0.13
Cl -1.579 -6.571 1.956  0.67
C -2.253 -5.006 2.252  -0.67
C -2.889 -4.721 3.445  -0.09
C -3.386 -3.443 3.627  -0.05
C -3.221 -2.513 2.612  -0.15
N -2.610 -2.790 1.464  0.05
C -2.143 -4.022 1.289  -0.19
H -2.974 -5.478 4.214  0.11
H -3.888 -3.170 4.547  0.11
H -3.592 -1.496 2.726  0.10
H -1.646 -4.235 0.347  0.10
N 1.702 0.925 1.317  0.03
C 2.411 1.505 2.021  -0.25
C 3.292 2.198 2.867  -0.28
C 3.462 1.763 4.211  -0.27
N 3.564 1.395 5.303  0.13
C 3.943 3.360 2.369  -0.27
N 4.451 4.293 1.908  0.13

=====

| no. | calculated total energy (hartree) |
| --- | --- |
| 1 | -4557.61556 |
| 2 | -6240.43160 |